15
Properties=species:S:1:pos:R:3 method="wB97M-V/def2-TZVPD" multiplicity=1 e_lumo_ev=4.387 charge=-1 smiles=C[C@H](O)CC[O-]
C 1.01170 0.47508 -1.66605
C -0.15290 -0.03750 -0.76511
O -1.04015 1.07606 -0.64678
C 0.37921 -0.40431 0.63406
C -0.71320 -0.49493 1.67554
O -1.80904 0.34218 1.47308
H 0.65896 0.51578 -2.70321
H 1.82973 -0.24988 -1.59576
H 1.19870 1.46761 -1.26583
H -0.66868 -0.87283 -1.22253
H -1.42267 0.93358 0.31460
H 1.15714 0.34678 0.87556
H 0.90808 -1.34432 0.51956
H -1.05921 -1.53860 1.71153
H -0.27768 -0.21471 2.66134

---

15
Properties=species:S:1:pos:R:3 method="wB97M-V/def2-TZVPD" multiplicity=1 e_lumo_ev=4.036 charge=-1
C 1.25894 -0.67700 0.49356
O 2.57018 -0.52133 0.51483
C 0.81386 -0.59299 -1.22903
C 0.13129 0.34171 -0.43065
C -1.27737 -0.10781 -0.05741
O -2.18170 0.68132 -0.66262
H 0.81015 -0.34016 1.44235
H -1.61988 2.04419 1.09427
H 0.94094 -1.73910 0.61338
H 0.10723 -1.05316 -1.90076
H 0.35039 1.39593 -0.53832
H 1.81834 -0.39261 -1.53826
H -1.32026 -1.18176 -0.36938
H -1.02479 2.27184 1.50694
H -1.37732 -0.12906 1.06110

---

15
Properties=species:S:1:pos:R:3 method="wB97M-V/def2-TZVPD" multiplicity=1 e_lumo_ev=4.220 charge=-1 smiles=[O-]CCCCO
O -0.94426 -1.29411 1.58340
C 0.38139 -0.88683 1.33563
C 0.69721 0.50927 0.62931
C 0.54393 0.41883 -0.90970
C -0.93153 0.00870 -1.20418
O -1.94486 0.82024 -0.59917
H 1.05855 -1.64527 0.75519
H 1.11479 -0.80243 2.20495
H -0.09407 1.11852 0.95917
H 1.71654 0.80174 0.86338
H 1.39839 -0.09953 -1.50750
H 0.76434 1.33599 -1.22686
H -1.04820 -0.03760 -2.30577
H -1.00176 -1.19830 -0.90938
H -1.71046 0.95080 0.33155

---

15
Properties=species:S:1:pos:R:3 method="wB97M-V/def2-TZVPD" multiplicity=1 e_lumo_ev=3.823 charge=-1
C -0.78083 -1.33631 -0.47630
C -0.41907 -1.11794 -1.97158
H -1.31383 -2.34996 -0.32475
H 0.22616 -1.43642 -0.13574
H -1.54511 -0.68113 -0.16527
H -0.43947 -2.16312 -2.40914
H -1.33266 -0.63791 -2.36339
H 0.45944 -0.65941 -2.23091
C 1.29146 1.20852 1.34896
C -0.03229 2.00411 1.67126
O -0.48897 1.76514 2.81266
O -0.68625 2.37588 0.67432
H 1.15685 0.17407 0.99186
H 2.08697 1.24293 2.11792
H 1.81760 1.61155 0.46011

---

15
Properties=species:S:1:pos:R:3 method="wB97M-V/def2-TZVPD" multiplicity=1 e_lumo_ev=4.241 charge=-1
C -2.46313 -0.58548 -1.30641
C -1.45065 -1.03395 -0.50604
O -1.22846 -0.70906 0.72146
H -2.51177 -0.87160 -2.34862
H -3.14388 0.14286 -0.88490
H -0.73882 -1.75473 -0.95034
H 0.35783 -1.13153 0.90327
C 1.67618 0.31910 1.08440
O 1.37270 -1.03258 0.90694
C 1.10564 1.24349 0.00866
H 2.76946 0.40100 1.06763
H 1.35408 0.64060 2.08401
H 1.57478 2.22932 0.07214
H 0.02618 1.31467 0.12868
H 1.29986 0.82788 -0.98089

---

15
Properties=species:S:1:pos:R:3 method="wB97M-V/def2-TZVPD" multiplicity=1 e_lumo_ev=-4.624 charge=+1
C -0.92397 -0.29588 0.04365
C -2.22975 -0.84473 -0.21915
C 0.29708 1.68609 -0.49940
C 1.85204 -0.88816 0.46490
O -0.83806 0.94126 -0.11993
O 0.01878 -1.11430 0.34413
H -2.48564 -1.61292 0.57347
H -3.10433 -0.10681 -0.24096
H -2.27265 -1.32124 -1.17751
H -0.11652 2.59449 -0.90881
H 0.84062 1.07190 -1.23630
H 1.05142 1.80164 0.31127
H 2.17638 -1.30532 -0.47959
H 1.94984 0.13162 0.49985
H 2.07527 -1.53967 1.22777

---

Taking the records one at a time from the top gives HOMO values of -2.96; -3.29; -2.40; -3.73; -2.80; -16.73 eV.
Taking the records one at a time from the top gives largest force on an atom values of 0.0421; 0.0819; 0.0914; 0.1106; 0.0148; 0.0833 hartree/bohr.
Taking the records one at a time from the top gives ΔE to the lowest compared entry with this formula, charge and spin values of 1.796; 7.178; 3.611; 1.473; 1.460; 1.309 eV.